Entry from the Open Molecules 2025 dataset: an isolated molecule of C5H7ClO (the ωB97M-V functional and the def2-TZVPD basis).

Computed properties:
SMILES string = O[C@@H]1C=CC[C@H]1Cl
frontier orbital gap = 0.40203 hartree
M = 118.6 g/mol

Bonds (Å) are listed after each position.
Cartesian coordinates (Å):
1 O 0.844 -1.886 0.396  C2 1.466, H8 0.975
2 C 0.045 -0.994 -0.450  O1 1.466, C3 1.512, C6 1.500, H9 1.083
3 C 0.856 0.152 -1.012  C2 1.512, C4 1.322, H10 1.097
4 C 0.613 1.242 -0.304  C3 1.322, C5 1.492, H11 1.070
5 C -0.478 1.069 0.698  C4 1.492, C6 1.589, H12 1.105, H13 1.092
6 C -1.026 -0.395 0.413  C2 1.500, C5 1.589, Cl7 1.769, H14 1.068
7 Cl -2.611 -0.379 -0.373  C6 1.769
8 H 1.708 -1.441 0.477  O1 0.975
9 H -0.361 -1.608 -1.245  C2 1.083
10 H 1.685 0.060 -1.725  C3 1.097
11 H 1.138 2.155 -0.494  C4 1.070
12 H 0.048 1.197 1.661  C5 1.105
13 H -1.308 1.777 0.644  C5 1.092
14 H -1.152 -0.951 1.316  C6 1.068

Atom charges from the natural (NBO) analysis, given in e for atoms 1 to 6:
1 O -0.72
2 C 0.03
3 C -0.25
4 C -0.15
5 C -0.46
6 C -0.21

***

Entry from the Open Molecules 2025 dataset: an isolated molecule of C5H7ClO3 (the ωB97M-V functional and the def2-TZVPD basis).

Computed properties:
SMILES string = COC(=O)/C=C(/O)CCl
frontier orbital gap = 0.37806 hartree
M = 150.6 g/mol

Bonds (Å) are listed after each position.
Cartesian coordinates (Å):
1 C -3.029 -0.357 0.287  O2 1.409, H10 1.296, H11 1.105, H12 1.161
2 O -2.100 0.444 -0.407  C1 1.409, C3 1.433
3 C -0.772 -0.087 -0.311  O2 1.433, O4 1.182, C5 1.448
4 O -0.548 -1.247 -0.273  C3 1.182
5 C 0.209 0.967 -0.162  C3 1.448, C6 1.322, H13 1.233
6 C 1.519 0.803 -0.093  C5 1.322, O7 1.352, C8 1.598
7 O 2.363 1.853 0.027  C6 1.352, H14 0.988
8 C 2.105 -0.683 -0.092  C6 1.598, Cl9 1.778, H15 1.066, H16 1.309
9 Cl 3.883 -0.695 -0.065  C8 1.778
10 H -2.991 -1.562 -0.188  C1 1.296
11 H -2.977 -0.613 1.361  C1 1.105
12 H -4.049 0.171 0.113  C1 1.161
13 H -0.236 2.116 -0.210  C5 1.233
14 H 3.244 1.406 0.056  O7 0.988
15 H 1.815 -1.213 -0.970  C8 1.066
16 H 1.565 -1.302 0.927  C8 1.309

Atom charges from the natural (NBO) analysis, given in e for atoms 1 to 6:
1 C -0.28
2 O -0.54
3 C 0.77
4 O -0.58
5 C -0.44
6 C 0.38

***

Entry from the Open Molecules 2025 dataset: an isolated molecule of C5H7ClOS (the ωB97M-V functional and the def2-TZVPD basis).

Computed properties:
SMILES string = CC1=C(Cl)[C@@H](S)CO1
frontier orbital gap = 0.34521 hartree
M = 150.6 g/mol

Bonds (Å) are listed after each position.
Cartesian coordinates (Å):
1 C 2.198 0.078 -0.687  C2 1.550, H9 1.232, H10 1.191, H11 1.058
2 C 0.757 -0.125 -0.155  C1 1.550, C3 1.294, O8 1.334
3 C -0.082 0.798 0.186  C2 1.294, Cl4 1.696, C5 1.403
4 Cl -0.039 2.493 0.172  C3 1.696
5 C -1.347 0.314 0.554  C3 1.403, S6 1.828, C7 1.537, H12 1.196
6 S -2.768 0.399 -0.592  C5 1.828, H13 1.444
7 C -0.872 -1.135 0.749  C5 1.537, O8 1.441, H14 1.157, H15 1.160
8 O 0.240 -1.355 -0.140  C2 1.334, C7 1.441
9 H 2.693 1.166 -0.387  C1 1.232
10 H 2.734 -0.817 -0.112  C1 1.191
11 H 2.104 -0.121 -1.722  C1 1.058
12 H -1.792 0.939 1.472  C5 1.196
13 H -1.960 0.651 -1.761  S6 1.444
14 H -0.295 -1.230 1.747  C7 1.157
15 H -1.572 -2.056 0.674  C7 1.160

Atom charges from the natural (NBO) analysis, given in e for atoms 1 to 6:
1 C -0.66
2 C 0.33
3 C -0.20
4 Cl 0.02
5 C -0.40
6 S -0.05

***

Entry from the Open Molecules 2025 dataset: an isolated molecule of C5H7ClOS (the ωB97M-V functional and the def2-TZVPD basis).

Computed properties:
SMILES string = ClCCC1=COCS1
frontier orbital gap = 0.31797 hartree
M = 150.6 g/mol

Bonds (Å) are listed after each position.
Cartesian coordinates (Å):
1 Cl 2.960 -0.668 -0.564  C2 1.802
2 C 2.227 0.545 0.549  Cl1 1.802, C3 1.571, H9 1.123, H10 1.106
3 C 0.900 1.093 -0.088  C2 1.571, C4 1.495, H11 1.120, H12 1.107
4 C -0.321 0.231 -0.057  C3 1.495, C5 1.344, S8 1.754
5 C -0.448 -1.070 0.258  C4 1.344, O6 1.368, H13 1.046
6 O -1.707 -1.604 0.238  C5 1.368, C7 1.388
7 C -2.575 -0.759 -0.441  O6 1.388, S8 1.804, H14 1.067, H15 1.120
8 S -1.914 0.916 -0.316  C4 1.754, C7 1.804
9 H 2.924 1.419 0.650  C2 1.123
10 H 2.043 -0.003 1.492  C2 1.106
11 H 0.659 2.070 0.402  C3 1.120
12 H 1.085 1.370 -1.143  C3 1.107
13 H 0.327 -1.724 0.517  C5 1.046
14 H -3.541 -0.731 0.012  C7 1.067
15 H -2.617 -1.085 -1.511  C7 1.120

Atom charges from the natural (NBO) analysis, given in e for atoms 1 to 6:
1 Cl -0.08
2 C -0.36
3 C -0.45
4 C -0.25
5 C 0.10
6 O -0.49

***

Going through the records in order, we get ΔE to the lowest compared entry with this formula, charge and spin values of 27.3; 235.3; 214.9; 73.5 kJ/mol.
Going through the records in order, we get LUMO energy values of 0.888; 0.585; 0.728; 0.814 eV.
Going through the records in order, we get E_HOMO values of -0.3694; -0.3566; -0.3184; -0.2880 hartree.